Entry 1:
# C4H6N2O

An isolated molecule of C4H6N2O (ωB97M-V/def2-TZVPD, OMol25).

Properties
charge = 0
frontier orbital gap = 11.3 eV
LUMO = 0.7 eV
SMILES = [H]/N=C/OCCC#N
energy relative to the best compared isomer or geometry (same formula, charge and spin) = 163.2 kJ/mol

Geometry as XYZ:
```
13
C4H6N2O, DFT ωB97M-V/def2-TZVPD
N -1.8046 0.8142 -0.8850
C -1.7386 0.2326 0.2312
O -1.0735 -0.9282 0.4424
C 0.1862 -1.0742 -0.2025
C 1.1961 -0.1382 0.5072
C 2.0250 0.6683 -0.3880
N 2.6805 1.3282 -1.0747
H -2.3614 1.6631 -0.7951
H -2.1767 0.5822 1.1694
H 0.1219 -0.8765 -1.2755
H 0.4612 -2.1192 -0.0465
H 0.6325 0.5524 1.1420
H 1.8515 -0.7047 1.1748
```

natural (NBO) atomic charge list, values in e, 5 entries: atom 1 (N): -0.675, atom 2 (C): 0.394, atom 3 (O): -0.517, atom 4 (C): -0.061, atom 5 (C): -0.543

Entry 2:
# C4H6N2O

An isolated molecule of C4H6N2O (ωB97M-V/def2-TZVPD, OMol25).

Properties
charge = 0
frontier orbital gap = 8.3 eV
LUMO = 0.9 eV
SMILES = Nc1[nH]ccc1O
energy relative to the best compared isomer or geometry (same formula, charge and spin) = 264.9 kJ/mol

Geometry as XYZ:
```
13
C4H6N2O, DFT ωB97M-V/def2-TZVPD
N 1.9447 0.7009 -0.1502
C 0.5905 0.3499 -0.1426
C -0.0028 -0.8706 -0.1018
O 0.6450 -2.0738 -0.0891
C -1.4161 -0.7289 0.0198
C -1.6448 0.6465 -0.0854
N -0.4382 1.2721 -0.1911
H 2.4822 -0.1611 -0.1389
H 2.2076 1.2452 0.6647
H 0.0161 -2.7217 -0.4408
H -1.3764 -1.1836 1.0312
H -2.5590 1.2312 -0.0770
H -0.2830 2.2650 -0.2764
```

natural (NBO) atomic charge list, values in e, 5 entries: atom 1 (N): -0.821, atom 2 (C): 0.188, atom 3 (C): 0.208, atom 4 (O): -0.688, atom 5 (C): -0.509

Entry 3:
# C4H6N2O

An isolated molecule of C4H6N2O (ωB97M-V/def2-TZVPD, OMol25).

Properties
charge = 0
frontier orbital gap = 9.6 eV
LUMO = 0.7 eV
SMILES = Cn1[nH]ccc1=O
energy relative to the best compared isomer or geometry (same formula, charge and spin) = 426.4 kJ/mol

Geometry as XYZ:
```
13
C4H6N2O, DFT ωB97M-V/def2-TZVPD
C 1.2463 -1.2417 0.4040
C -0.4791 1.4084 -0.6461
C -1.6506 0.8543 -0.0392
C -1.0441 -0.3788 0.5108
H 1.6507 -1.6376 -0.5820
H 0.6867 -2.2506 0.7313
H 1.8504 -0.6223 1.1602
H 1.0797 0.9681 -1.2410
H -0.2442 2.3310 -1.1719
H -2.6374 1.5866 0.0573
N 0.1468 -0.5400 -0.0801
N 0.6641 0.7574 -0.4189
O -1.2695 -1.2348 1.3157
```

natural (NBO) atomic charge list, values in e, 5 entries: atom 1 (C): -0.453, atom 2 (C): 0.055, atom 3 (C): -0.420, atom 4 (C): 0.601, atom 5 (H): 0.214

Entry 4:
# C4H6N2O

An isolated molecule of C4H6N2O (ωB97M-V/def2-TZVPD, OMol25).

Properties
charge = 0
frontier orbital gap = 8.3 eV
LUMO = 0.8 eV
SMILES = Nc1ccc(O)[nH]1
energy relative to the best compared isomer or geometry (same formula, charge and spin) = 91.4 kJ/mol

Geometry as XYZ:
```
13
C4H6N2O, DFT ωB97M-V/def2-TZVPD
N 0.8359 -0.2249 -2.1638
C 0.4111 -0.2319 -0.8233
C 0.4919 -1.2142 0.1185
C -0.1589 -0.7498 1.3089
C -0.6199 0.5072 1.0267
O -1.3343 1.4189 1.7367
N -0.2791 0.8357 -0.2538
H 1.7381 0.2095 -2.3114
H 0.1379 0.1552 -2.7921
H 0.9332 -2.1891 -0.0372
H -0.3036 -1.3015 2.2288
H -1.5801 1.0080 2.5740
H -0.2721 1.7768 -0.6119
```

natural (NBO) atomic charge list, values in e, 5 entries: atom 1 (N): -0.838, atom 2 (C): 0.244, atom 3 (C): -0.290, atom 4 (C): -0.404, atom 5 (C): 0.434

Entry 5:
# C4H6N2O

An isolated molecule of C4H6N2O (ωB97M-V/def2-TZVPD, OMol25).

Properties
charge = 0
frontier orbital gap = 9.0 eV
LUMO = 0.8 eV
SMILES = Cc1c[nH]c(O)n1
energy relative to the best compared isomer or geometry (same formula, charge and spin) = 141.1 kJ/mol

Geometry as XYZ:
```
13
C4H6N2O, DFT ωB97M-V/def2-TZVPD
C -2.0554 -0.5490 0.0276
C -0.6021 -0.1085 -0.0008
C -0.1046 1.1636 -0.0022
C 1.4972 -0.2459 -0.0104
H -2.8447 0.2418 -0.0980
H -2.4095 -1.3039 -0.7174
H -2.2369 -0.9698 0.9803
H -0.4503 2.1786 -0.4269
H 1.8811 1.8024 0.4290
H 2.8439 -1.5698 0.0441
N 1.2781 1.0022 -0.0823
N 0.4172 -1.0021 -0.1466
O 2.7860 -0.6397 0.0036
```

natural (NBO) atomic charge list, values in e, 5 entries: atom 1 (C): -0.641, atom 2 (C): 0.129, atom 3 (C): -0.183, atom 4 (C): 0.626, atom 5 (H): 0.219

Entry 6:
# C4H6N2O

An isolated molecule of C4H6N2O (ωB97M-V/def2-TZVPD, OMol25).

Properties
charge = 0
frontier orbital gap = 8.7 eV
LUMO = 0.7 eV
SMILES = Cc1ncc(O)[nH]1
energy relative to the best compared isomer or geometry (same formula, charge and spin) = 53.6 kJ/mol

Geometry as XYZ:
```
13
C4H6N2O, DFT ωB97M-V/def2-TZVPD
C 2.1596 -0.2854 0.2030
C 0.7021 -0.2203 -0.1142
N 0.0922 -0.8199 -1.1001
C -1.2477 -0.5004 -0.9763
C -1.4267 0.3070 0.1080
O -2.4864 0.9182 0.6911
N -0.1890 0.4844 0.6614
H 2.7131 -0.4993 -0.7135
H 2.3793 -1.0791 0.9267
H 2.5227 0.6605 0.6202
H -1.9888 -0.8614 -1.6759
H -3.2732 0.6980 0.1784
H 0.0112 1.0847 1.4452
```

natural (NBO) atomic charge list, values in e, 5 entries: atom 1 (C): -0.652, atom 2 (C): 0.337, atom 3 (N): -0.449, atom 4 (C): -0.207, atom 5 (C): 0.394

Entry 7:
# C4H6N2O

A cluster of 2 separate species, C4H6N2O in total (ωB97M-V/def2-TZVPD, OMol25).

Properties
charge = 0
frontier orbital gap = 9.3 eV
LUMO = 0.2 eV
energy relative to the best compared isomer or geometry (same formula, charge and spin) = 634.2 kJ/mol

Geometry as XYZ:
```
13
C4H6N2O, DFT ωB97M-V/def2-TZVPD
C 1.5511 0.8886 -0.4700
O 0.5757 1.3264 -1.4342
C -0.3710 0.4658 -1.7305
N -0.4990 -0.7185 -1.4509
N -1.0362 -1.7820 -1.0751
C -1.3561 -0.4028 1.7176
C -1.0796 0.3932 2.5789
H 2.2431 1.7209 -0.3409
H 1.0523 0.6474 0.4741
H 2.0796 0.0111 -0.8578
H -0.7269 -2.5337 -1.7009
H -1.5787 -1.1138 0.9404
H -0.8541 1.0974 3.3493
```

natural (NBO) atomic charge list, values in e, 5 entries: atom 1 (C): -0.269, atom 2 (O): -0.475, atom 3 (C): 0.419, atom 4 (N): -0.130, atom 5 (N): -0.452

Entry 8:
# C4H6N2O

A cluster of 2 separate species, C4H6N2O in total (ωB97M-V/def2-TZVPD, OMol25).

Properties
charge = 0
frontier orbital gap (alpha / beta) = 8.3 / 7.2 eV
LUMO (alpha / beta) = -0.8 / -1.4 eV
energy relative to the best compared isomer or geometry (same formula, charge and spin) = 582.1 kJ/mol

Geometry as XYZ:
```
13
C4H6N2O, DFT ωB97M-V/def2-TZVPD
C -3.3071 -0.2356 -0.3539
C 0.1235 -0.3421 -0.2016
C -0.5267 0.7103 0.5120
C 1.6380 -0.4114 -0.1879
N -3.7598 -0.4972 -1.3599
N -2.8562 -0.0544 0.8663
O -0.4287 0.8424 -0.8534
H -0.4947 -1.2705 -0.5071
H -0.3232 1.4340 1.1797
H 1.9446 -0.0170 -1.2844
H 1.9111 -1.4542 -0.0463
H 2.0333 0.1820 0.5880
H -3.2922 0.6029 1.4549
```

natural (NBO) atomic charge list, values in e, 5 entries: atom 1 (C): 0.378, atom 2 (C): 0.013, atom 3 (C): 0.337, atom 4 (C): -0.642, atom 5 (N): -0.416

Entry 9:
# C4H6N2O

An isolated molecule of C4H6N2O (ωB97M-V/def2-TZVPD, OMol25).

Properties
charge = 0
frontier orbital gap = 10.3 eV
LUMO = 0.8 eV
SMILES = CC(=O)[C@@H]1N=C1N
energy relative to the best compared isomer or geometry (same formula, charge and spin) = 202.2 kJ/mol

Geometry as XYZ:
```
13
C4H6N2O, DFT ωB97M-V/def2-TZVPD
C 1.4894 1.5043 0.7922
C 0.3982 0.4702 0.6584
C -0.1929 0.2185 -0.6989
N -1.7237 0.2799 -0.8276
C -1.1644 -0.8444 -0.7732
N -1.3659 -2.1796 -0.7976
O -0.0072 -0.1617 1.6153
H 2.1167 1.2630 1.6527
H 2.0991 1.5880 -0.1124
H 1.0224 2.4804 0.9695
H 0.3696 0.5531 -1.5725
H -0.7133 -2.7030 -0.2304
H -2.3277 -2.4686 -0.6756
```

natural (NBO) atomic charge list, values in e, 5 entries: atom 1 (C): -0.718, atom 2 (C): 0.563, atom 3 (C): -0.266, atom 4 (N): -0.354, atom 5 (C): 0.415

Entry 10:
# C4H6N2O

An isolated molecule of C4H6N2O (ωB97M-V/def2-TZVPD, OMol25).

Properties
charge = 0
frontier orbital gap = 10.4 eV
LUMO = 0.5 eV
SMILES = [H]/N=C1\N=C[C@H](C)O1
energy relative to the best compared isomer or geometry (same formula, charge and spin) = 110.1 kJ/mol

Geometry as XYZ:
```
13
C4H6N2O, DFT ωB97M-V/def2-TZVPD
C -1.8343 0.5306 0.2165
C -0.4318 0.0208 0.4841
C 0.0368 -1.1804 -0.2999
N 1.2165 -1.0422 -0.7575
C 1.6380 0.2632 -0.3408
N 2.8033 0.7362 -0.3459
O 0.5793 0.9659 0.1580
H -2.0296 0.6893 -0.8479
H -2.5570 -0.1954 0.6041
H -1.9900 1.4722 0.7495
H -0.5407 -2.0920 -0.4435
H -0.3280 -0.2093 1.5572
H 3.4375 0.0412 -0.7337
```

natural (NBO) atomic charge list, values in e, 5 entries: atom 1 (C): -0.622, atom 2 (C): 0.017, atom 3 (C): 0.128, atom 4 (N): -0.438, atom 5 (C): 0.621

Entry 11:
# C4H6N2O

An isolated molecule of C4H6N2O (ωB97M-V/def2-TZVPD, OMol25).

Properties
charge = 0
frontier orbital gap = 10.4 eV
LUMO = 0.6 eV
SMILES = [H]/N=C(\C)[C@H]1N=C1O
energy relative to the best compared isomer or geometry (same formula, charge and spin) = 291.3 kJ/mol

Geometry as XYZ:
```
13
C4H6N2O, DFT ωB97M-V/def2-TZVPD
C 0.9254 1.6065 -0.7459
C 0.2779 0.6486 0.2508
C 0.0309 -0.7732 -0.1939
C -1.0092 -1.6576 0.2332
O -2.1331 -2.2649 -0.1407
N 0.0023 -1.7725 0.9624
N 0.0198 0.8980 1.4712
H 1.4989 2.3541 -0.1831
H 0.1365 2.1110 -1.3207
H 1.6007 1.0961 -1.4480
H 0.5533 -1.0845 -1.1061
H -2.2184 -2.9929 0.4942
H 0.3189 1.8401 1.7137
```

natural (NBO) atomic charge list, values in e, 5 entries: atom 1 (C): -0.684, atom 2 (C): 0.282, atom 3 (C): -0.207, atom 4 (C): 0.512, atom 5 (O): -0.628

Entry 12:
# C4H6N2O

A structure of composition C4H6N2O (ωB97M-V/def2-TZVPD, OMol25).

Properties
charge = 0
frontier orbital gap = 10.9 eV
LUMO = 1.0 eV
energy relative to the best compared isomer or geometry (same formula, charge and spin) = 257.3 kJ/mol

Geometry as XYZ:
```
13
C4H6N2O, DFT ωB97M-V/def2-TZVPD
N 1.2613 0.5478 -1.7933
C 0.2179 0.4122 -1.1092
O -1.0542 0.9048 -1.2738
C -1.4868 0.3642 0.0129
C -0.0730 -0.1308 0.2511
C 0.5111 -1.1887 1.0917
N 0.7737 0.2209 1.3753
H 1.0927 1.1301 -2.6136
H -1.8403 1.1426 0.6910
H -2.2454 -0.4080 -0.1436
H 1.3016 -1.8223 0.6971
H -0.1373 -1.6569 1.8303
H 1.6788 0.4842 0.9842
```

natural (NBO) atomic charge list, values in e, 5 entries: atom 1 (N): -0.697, atom 2 (C): 0.564, atom 3 (O): -0.493, atom 4 (C): -0.063, atom 5 (C): -0.057

Entry 13:
# C4H6N2O

A structure of composition C4H6N2O (ωB97M-V/def2-TZVPD, OMol25).

Properties
charge = 0
frontier orbital gap = 8.7 eV
LUMO = 0.5 eV
energy relative to the best compared isomer or geometry (same formula, charge and spin) = 540.7 kJ/mol

Geometry as XYZ:
```
13
C4H6N2O, DFT ωB97M-V/def2-TZVPD
C -0.3959 -0.6276 1.6192
C -1.5272 0.3857 0.1773
N -1.0035 1.5538 -0.1827
C 0.1597 1.3691 -0.8823
C 0.5030 0.0493 -0.9529
O 1.5688 -0.6293 -1.4556
N -0.4781 -0.6174 -0.2591
H -0.0143 0.3173 2.0042
H 0.4003 -1.3748 1.5861
H -1.2868 -1.0081 2.1187
H 0.7127 2.1973 -1.3186
H 2.0517 -0.0190 -2.0282
H -0.6905 -1.5963 -0.4260
```

natural (NBO) atomic charge list, values in e, 5 entries: atom 1 (C): -0.404, atom 2 (C): 0.108, atom 3 (N): -0.548, atom 4 (C): -0.102, atom 5 (C): 0.324

Entry 14:
# C4H6N2O

An isolated molecule of C4H6N2O (ωB97M-V/def2-TZVPD, OMol25).

Properties
charge = 0
frontier orbital gap = 9.6 eV
LUMO = 0.6 eV
energy relative to the best compared isomer or geometry (same formula, charge and spin) = 264.2 kJ/mol

Geometry as XYZ:
```
13
C4H6N2O, DFT ωB97M-V/def2-TZVPD
N -2.1288 0.3916 -0.0852
C -2.0109 -0.8906 0.2853
O -0.7919 -1.4165 0.0760
C 0.3198 -0.7095 -0.4729
C 1.0218 0.1001 0.6240
C 2.2273 0.7525 0.1076
N 3.1707 1.2544 -0.3346
H -1.4385 0.9856 -0.5364
H -3.0427 0.8012 0.0289
H 0.0315 -0.0767 -1.3212
H 0.9934 -1.4790 -0.8552
H 0.3519 0.8596 1.0414
H 1.2964 -0.5728 1.4424
```

natural (NBO) atomic charge list, values in e, 5 entries: atom 1 (N): -0.844, atom 2 (C): 0.329, atom 3 (O): -0.515, atom 4 (C): -0.081, atom 5 (C): -0.539

Entry 15:
# C4H6N2O

An isolated molecule of C4H6N2O (ωB97M-V/def2-TZVPD, OMol25).

Properties
charge = 0
frontier orbital gap (alpha / beta) = 9.8 / 7.0 eV
LUMO (alpha / beta) = 0.9 / -2.7 eV
energy relative to the best compared isomer or geometry (same formula, charge and spin) = 77.9 kJ/mol
multiplicity = 3

Geometry as XYZ:
```
13
C4H6N2O, DFT ωB97M-V/def2-TZVPD
C -1.3414 -0.1285 -0.0858
C -0.3875 -1.2868 0.2773
C 1.0118 -0.6448 -0.0093
C 0.3512 1.7233 -0.1636
N -0.9418 1.1296 -0.1097
N 0.9311 0.6509 0.5828
O -2.4762 -0.4818 -0.3440
H -0.5730 -1.3806 1.3852
H -0.5957 -2.3202 -0.3013
H 1.7880 -1.0593 0.6681
H 1.3069 -0.9072 -1.1060
H 0.7016 2.0635 -1.2304
H 0.2251 2.6419 0.4365
```

natural (NBO) atomic charge list, values in e, 5 entries: atom 1 (C): 0.545, atom 2 (C): -0.492, atom 3 (C): -0.308, atom 4 (C): -0.152, atom 5 (N): -0.224

Entry 16:
# C4H6N2O2

An isolated molecule of C4H6N2O2 (ωB97M-V/def2-TZVPD, OMol25).

Properties
charge = 0
frontier orbital gap = 10.5 eV
LUMO = 0.7 eV
SMILES = Cc1nc(=O)n(C)o1
energy relative to the best compared isomer or geometry (same formula, charge and spin) = 180.8 kJ/mol

Geometry as XYZ:
```
14
C4H6N2O2, DFT ωB97M-V/def2-TZVPD
C -0.3712 -2.2236 -0.0965
C 1.3038 2.0720 -0.1728
N -0.4443 -0.9319 0.5339
C -1.5065 -0.0230 0.2932
C 0.2910 1.0342 0.1299
O 0.7660 -0.1788 0.4817
N -0.9826 1.2387 0.2386
O -2.6618 -0.3457 0.0817
H -0.2084 -2.0979 -1.1711
H 0.4494 -2.7940 0.3464
H -1.3093 -2.7610 0.0658
H 1.0739 2.9837 0.3855
H 2.3011 1.7415 0.1274
H 1.2990 2.2857 -1.2438
```

natural (NBO) atomic charge list, values in e, 5 entries: atom 1 (C): -0.428, atom 2 (C): -0.685, atom 3 (N): -0.171, atom 4 (C): 0.712, atom 5 (C): 0.589

Entry 17:
# C4H6N2O2

A cluster of 2 separate species, C4H6N2O2 in total (ωB97M-V/def2-TZVPD, OMol25).

Properties
charge = 0
frontier orbital gap (alpha / beta) = 8.9 / 8.9 eV
LUMO (alpha / beta) = 0.1 / 0.1 eV
energy relative to the best compared isomer or geometry (same formula, charge and spin) = 662.1 kJ/mol

Geometry as XYZ:
```
14
C4H6N2O2, DFT ωB97M-V/def2-TZVPD
C -0.8980 -1.0705 -0.0739
C 1.0833 0.9932 0.4656
C -0.2949 -2.3640 -0.4255
C 0.7991 2.4135 0.2504
N -1.9171 -0.4935 -0.6367
N -0.6799 -0.1342 0.9323
O 1.9742 0.2396 0.4136
O -1.7833 0.6213 0.2668
H 0.5407 -2.7335 0.2526
H -1.0602 -3.0195 -0.2603
H 0.0048 -2.4320 -1.3762
H 1.6291 2.6464 -0.4525
H 0.6726 3.0435 1.0450
H -0.0704 2.2898 -0.4012
```

natural (NBO) atomic charge list, values in e, 5 entries: atom 1 (C): 0.256, atom 2 (C): 0.830, atom 3 (C): -0.662, atom 4 (C): -0.755, atom 5 (N): -0.192

Entry 18:
# C4H6N2O2

An isolated molecule of C4H6N2O2 (ωB97M-V/def2-TZVPD, OMol25).

Properties
charge = 0
frontier orbital gap (alpha / beta) = 9.0 / 9.0 eV
LUMO (alpha / beta) = 0.3 / 0.3 eV
SMILES = O=CCC/C=N/N=O
energy relative to the best compared isomer or geometry (same formula, charge and spin) = 579.2 kJ/mol

Geometry as XYZ:
```
14
C4H6N2O2, DFT ωB97M-V/def2-TZVPD
C -0.1379 -1.5382 0.3118
C 0.9682 -0.7994 -0.4556
C 1.2032 0.5533 0.2161
C -0.0353 1.4308 -0.0092
N -1.1500 0.9419 -0.0960
N -2.2782 0.6742 0.3588
O -3.3160 0.1968 -0.0840
O -1.0350 -2.1923 -0.1252
H 1.8271 -1.3441 -0.6263
H 0.7334 -0.4417 -1.4860
H 1.2598 0.2323 1.2536
H 1.9441 1.1419 -0.3211
H -0.0284 -1.3184 1.4027
H 0.0450 2.4630 -0.3396
```

natural (NBO) atomic charge list, values in e, 5 entries: atom 1 (C): 0.440, atom 2 (C): -0.517, atom 3 (C): -0.454, atom 4 (C): 0.081, atom 5 (N): -0.177